Density functional theory data (ωB97M-V with the def2-TZVPD basis set) for the molecule C17H18BrN3O5S in a non-equilibrium geometry.

Energy = -4171.2661 a.u.
Net charge = 0
SMILES = COc1ccc(NC(=O)c2cncc(Br)c2)c(S(=O)(=O)N2CCOCC2)c1
Spin multiplicity = 1

```
45
Properties=species:S:1:pos:R:3:nbo_charge:R:1
C 1.21 4.81 -0.85 -0.25
O 0.13 4.35 -0.06 -0.48
C 0.18 3.10 0.44 0.30
C -0.89 2.71 1.25 -0.21
C -0.94 1.46 1.81 -0.21
C 0.07 0.52 1.56 0.12
N 0.05 -0.76 2.10 -0.64
C -1.01 -1.61 2.24 0.67
O -0.89 -2.69 2.78 -0.57
C -2.31 -1.18 1.64 -0.17
C -3.49 -1.33 2.37 0.07
N -4.68 -1.00 1.89 -0.40
C -4.77 -0.53 0.67 0.02
C -3.65 -0.36 -0.14 -0.13
Br -3.83 0.33 -1.90 0.07
C -2.40 -0.70 0.34 -0.18
C 1.14 0.93 0.78 -0.28
S 2.54 -0.17 0.47 2.34
O 3.61 0.63 -0.03 -0.93
O 2.75 -0.98 1.64 -0.95
N 2.09 -1.19 -0.75 -0.68
C 1.29 -2.36 -0.47 -0.26
C 1.47 -3.36 -1.61 -0.07
O 1.13 -2.77 -2.84 -0.52
C 1.94 -1.65 -3.12 -0.07
C 1.79 -0.59 -2.03 -0.26
C 1.21 2.19 0.22 -0.31
H 1.31 4.21 -1.76 0.18
H 0.96 5.83 -1.12 0.21
H 2.15 4.79 -0.30 0.18
H -1.67 3.43 1.45 0.23
H -1.76 1.20 2.47 0.23
H 0.97 -1.14 2.32 0.45
H -3.47 -1.72 3.37 0.21
H -5.76 -0.27 0.32 0.21
H -1.53 -0.59 -0.28 0.23
H 1.63 -2.78 0.48 0.24
H 0.22 -2.10 -0.39 0.18
H 0.81 -4.22 -1.48 0.21
H 2.52 -3.69 -1.63 0.17
H 1.61 -1.27 -4.08 0.20
H 2.99 -1.95 -3.18 0.17
H 2.50 0.23 -2.18 0.24
H 0.76 -0.19 -2.04 0.18
H 2.09 2.43 -0.35 0.25
```

***

Density functional theory data (ωB97M-V with the def2-TZVPD basis set) for a cluster of 9 separate species, C30H69FN11O8 in total in a non-equilibrium geometry.

Energy relative to the best compared isomer or geometry (same formula, charge and spin) = 0.0 kJ/mol
Net charge = +1
Spin multiplicity = 1

```
119
Properties=species:S:1:pos:R:3:lowdin_charge:R:1
C 2.12 -1.86 -1.11 -0.02
C 0.81 -2.55 -1.44 -0.34
F 1.09 -3.59 -2.34 -0.04
C -0.23 -1.61 -2.06 -0.23
C -1.28 -2.33 -2.91 -0.09
N -2.56 -2.52 -2.18 0.11
C -2.48 -2.53 -0.82 -0.40
N -2.95 -3.50 -0.08 0.23
N -1.93 -1.45 -0.24 0.12
C -0.86 -0.75 -0.96 -0.09
H 2.91 -2.60 -1.02 0.09
H 2.41 -1.16 -1.89 0.09
H 2.05 -1.31 -0.16 0.09
H 0.39 -3.01 -0.54 0.15
H 0.29 -0.91 -2.73 0.15
H -0.90 -3.31 -3.21 0.11
H -1.50 -1.76 -3.82 0.13
H -3.06 -3.34 -2.50 0.14
H -2.78 -3.43 0.93 0.07
H -3.45 -4.28 -0.54 0.07
H -1.75 -1.61 0.75 0.12
H -1.24 0.20 -1.36 0.13
H -0.11 -0.49 -0.21 0.13
C -1.84 -1.87 4.56 0.01
C -2.03 -3.05 3.65 -0.49
O -2.11 -2.89 2.42 -0.03
N -2.12 -4.27 4.18 0.04
C -2.05 -4.62 5.60 -0.06
H -1.80 -0.97 3.95 0.09
H -2.67 -1.79 5.27 0.09
H -0.92 -1.97 5.13 0.10
H -2.22 -5.02 3.52 0.15
H -1.20 -5.27 5.79 0.09
H -2.97 -5.11 5.92 0.07
H -1.95 -3.72 6.19 0.07
C 4.65 1.20 -0.57 -0.02
C 5.37 0.59 0.62 -0.55
O 5.01 0.80 1.76 0.02
N 6.44 -0.21 0.36 0.00
C 7.00 -0.56 -0.93 -0.08
H 3.84 1.81 -0.20 0.07
H 5.31 1.82 -1.18 0.09
H 4.24 0.42 -1.21 0.07
H 6.88 -0.58 1.19 0.14
H 6.97 -1.64 -1.10 0.08
H 8.04 -0.23 -1.02 0.08
H 6.43 -0.09 -1.72 0.07
C 2.99 5.24 -1.96 -0.01
C 3.04 4.04 -2.87 -0.54
O 2.96 2.89 -2.45 0.01
N 3.18 4.29 -4.20 0.01
C 3.28 5.58 -4.85 -0.07
H 2.88 4.89 -0.94 0.08
H 3.89 5.83 -2.05 0.09
H 2.16 5.90 -2.22 0.07
H 3.23 3.46 -4.77 0.14
H 2.47 5.72 -5.57 0.08
H 4.23 5.68 -5.38 0.09
H 3.21 6.38 -4.12 0.05
C -5.78 -2.85 9.10 -0.01
C -5.06 -4.07 8.56 -0.54
O -4.28 -3.98 7.62 0.01
N -5.31 -5.26 9.16 0.01
C -6.20 -5.54 10.27 -0.07
H -5.46 -2.00 8.52 0.08
H -6.86 -2.96 9.03 0.09
H -5.53 -2.68 10.15 0.09
H -4.80 -6.03 8.76 0.14
H -5.65 -5.95 11.12 0.09
H -6.98 -6.25 9.99 0.09
H -6.67 -4.62 10.60 0.07
C -5.90 -7.10 -2.32 0.00
C -5.42 -6.23 -1.19 -0.51
O -4.52 -5.40 -1.37 -0.01
N -6.00 -6.37 0.02 0.03
C -7.06 -7.29 0.39 -0.06
H -5.33 -6.84 -3.21 0.09
H -5.76 -8.16 -2.09 0.09
H -6.96 -6.94 -2.52 0.09
H -5.65 -5.74 0.73 0.15
H -7.94 -6.75 0.73 0.09
H -6.73 -7.96 1.19 0.09
H -7.34 -7.89 -0.46 0.08
C 2.35 10.80 -2.61 -0.01
C 1.92 9.37 -2.40 -0.54
O 2.67 8.41 -2.56 0.00
N 0.63 9.17 -2.02 0.02
C -0.40 10.16 -1.77 -0.07
H 3.40 10.80 -2.90 0.09
H 1.75 11.28 -3.38 0.09
H 2.25 11.35 -1.68 0.08
H 0.39 8.20 -1.89 0.14
H -0.75 10.12 -0.74 0.08
H -1.25 10.03 -2.44 0.08
H 0.01 11.15 -1.94 0.07
C 1.67 -4.05 -5.30 -0.02
C 2.29 -4.47 -6.62 -0.55
O 3.12 -3.78 -7.18 0.04
N 1.89 -5.66 -7.15 0.01
C 0.92 -6.60 -6.62 -0.08
H 2.11 -3.10 -5.02 0.08
H 0.59 -3.94 -5.40 0.08
H 1.87 -4.78 -4.51 0.08
H 2.33 -5.88 -8.03 0.14
H 1.38 -7.57 -6.43 0.08
H 0.08 -6.74 -7.30 0.08
H 0.53 -6.22 -5.68 0.07
C 3.95 9.87 2.35 -0.01
C 3.79 9.52 0.89 -0.54
O 4.01 10.33 0.00 0.03
N 3.40 8.25 0.60 0.02
C 3.10 7.18 1.52 -0.08
H 4.27 10.91 2.40 0.08
H 3.01 9.76 2.90 0.08
H 4.70 9.24 2.83 0.08
H 3.33 8.07 -0.40 0.11
H 3.77 6.33 1.38 0.08
H 2.08 6.82 1.41 0.08
H 3.22 7.53 2.54 0.07
```